Formula: C30H90O27
Source: the OMol25 dataset
Level of theory: ωB97M-V with the def2-TZVPD basis set

Geometry as ORCA input:
```
! wB97M-V def2-TZVPD RIJCOSX def2/J DEFGRID3
* xyz 0 1
C -1.862 -3.620 3.359
C -1.710 -3.232 4.800
O -0.341 -3.366 5.176
O -0.764 -2.974 2.642
H -2.830 -3.354 2.979
H -1.639 -4.666 3.220
H -2.271 -3.914 5.437
H -2.116 -2.212 5.012
H -0.161 -2.536 5.662
H 0.068 -3.348 2.935
C 3.560 -3.280 4.540
C 2.840 -4.151 3.530
O 1.912 -3.463 2.641
O 4.402 -2.434 3.811
H 4.200 -3.884 5.159
H 2.803 -2.767 5.108
H 2.263 -4.790 4.194
H 3.560 -4.784 2.962
H 2.330 -3.329 1.752
H 4.826 -1.807 4.398
C 2.336 0.060 3.839
C 2.672 0.575 5.107
O 3.481 -0.336 5.869
O 1.164 -0.784 3.783
H 3.212 -0.433 3.368
H 2.186 0.908 3.189
H 1.788 0.909 5.703
H 3.310 1.449 4.947
H 3.484 -0.095 6.809
H 1.262 -1.673 3.390
C 3.440 2.507 0.866
C 2.053 2.838 1.394
O 2.165 3.329 2.731
O 4.312 3.651 1.075
H 3.355 2.293 -0.205
H 3.885 1.608 1.314
H 1.377 2.012 1.360
H 1.613 3.638 0.777
H 1.478 3.991 2.870
H 4.076 3.935 1.971
C -3.324 4.830 0.732
C -1.816 5.063 0.736
O -1.462 6.056 -0.247
O -3.713 4.228 -0.499
H -3.819 5.798 0.829
H -3.595 4.130 1.555
H -1.247 4.175 0.497
H -1.532 5.504 1.625
H -2.200 6.144 -0.882
H -3.952 3.309 -0.371
C 0.749 1.365 -6.359
C 1.706 1.583 -5.219
O 1.079 1.431 -3.921
O -0.455 2.011 -6.143
H 0.637 0.282 -6.491
H 1.294 1.783 -7.219
H 2.024 2.661 -5.250
H 2.611 0.976 -5.299
H 0.338 0.762 -3.923
H -0.426 2.497 -5.312
C 0.598 0.160 -0.713
C -0.805 0.591 -0.685
O -0.969 1.805 -0.002
O 0.988 -0.174 0.577
H 1.234 0.956 -1.081
H 0.688 -0.673 -1.398
H -1.386 -0.198 -0.207
H -1.027 0.749 -1.744
H -0.477 2.504 -0.503
H 1.820 -0.724 0.585
C 0.459 -4.608 -0.427
C -0.005 -5.879 0.239
O 0.821 -7.041 0.123
O -0.402 -3.542 -0.068
H 0.532 -4.750 -1.487
H 1.495 -4.402 -0.066
H -1.089 -5.952 -0.068
H -0.004 -5.700 1.342
H 0.882 -7.313 -0.798
H -0.384 -3.494 0.889
C -3.601 2.119 -4.346
C -2.768 2.935 -3.427
O -1.547 3.310 -4.061
O -2.960 0.883 -4.629
H -3.844 2.686 -5.284
H -4.551 1.919 -3.827
H -2.631 2.370 -2.522
H -3.311 3.875 -3.216
H -0.934 3.585 -3.369
H -2.216 1.036 -5.209
C 2.252 5.130 -1.566
C 1.228 4.502 -2.468
O 0.753 3.262 -1.985
O 3.450 4.422 -1.606
H 1.859 5.145 -0.548
H 2.392 6.171 -1.929
H 1.634 4.381 -3.457
H 0.366 5.203 -2.508
H 1.252 2.538 -2.415
H 3.855 4.280 -0.765
C -1.711 0.438 3.904
C -0.996 1.675 3.373
O -1.861 2.586 2.624
O -2.126 -0.507 2.953
H -2.557 0.765 4.524
H -1.011 -0.076 4.539
H -0.161 1.351 2.775
H -0.524 2.107 4.261
H -1.905 2.214 1.703
H -1.480 -1.252 2.837
C -3.622 -3.904 -1.957
C -3.688 -2.549 -2.668
O -2.816 -1.703 -1.977
O -2.328 -4.426 -1.824
H -4.142 -4.665 -2.588
H -4.061 -3.933 -0.977
H -4.766 -2.201 -2.638
H -3.376 -2.680 -3.718
H -3.272 -1.260 -1.277
H -1.803 -3.908 -1.217
C 4.083 -2.093 -1.261
C 4.474 -1.535 0.092
O 3.446 -1.878 0.999
H 4.853 -1.903 -1.999
H 3.195 -1.599 -1.660
H 3.935 -3.160 -1.174
H 4.506 -0.462 -0.143
H 5.459 -1.810 0.412
H 3.710 -1.762 1.923
C 1.122 -2.171 -4.174
C -0.150 -2.036 -3.405
O -0.659 -0.749 -3.461
H 1.391 -3.212 -4.171
H 1.914 -1.529 -3.744
H 1.047 -1.849 -5.221
H -0.033 -2.367 -2.360
H -0.923 -2.716 -3.778
H -1.572 -0.715 -3.141
C -5.023 0.831 -0.835
C -4.172 0.943 0.404
O -3.816 -0.429 0.852
H -5.877 0.176 -0.678
H -4.506 0.457 -1.706
H -5.388 1.848 -1.038
H -4.733 1.349 1.253
H -3.278 1.528 0.204
H -3.064 -0.359 1.471
*
```

As for the HOMO energy: -9.527 eV. For the relative energy (zero: lowest compared OMol25 entry of this formula, charge and spin), the calculation gives 0.0 kcal/mol. For the frontier orbital gap, the calculation gives 0.359 Ha.